{"formula": "C38H41LaN6O4PS2", "method": "ωB97M-V/def2-TZVPD", "e_above_lowest_kj_mol": 180.8, "gap_ev": 6.53, "fmax_ev_per_a": 3.92, "multiplicity": 1, "total_charge": 1, "lumo_ev": -3.47, "species": ["La", "C", "C", "N", "C", "S", "N", "N", "C", "C", "C", "C", "C", "C", "C", "N", "H", "H", "H", "H", "H", "H", "H", "H", "H", "H", "H", "H", "H", "O", "S", "O", "O", "C", "C", "C", "C", "C", "C", "P", "C", "C", "C", "C", "C", "C", "C", "C", "C", "C", "C", "C", "H", "H", "H", "H", "H", "H", "H", "H", "H", "H", "H", "H", "H", "H", "C", "C", "N", "C", "C", "C", "O", "C", "C", "C", "C", "N", "C", "H", "H", "H", "H", "H", "H", "H", "H", "H", "H", "H", "H", "H", "H"], "coordinates": [[0.92155, -0.48783, 1.78029], [1.61513, -6.20989, 5.11073], [1.20123, -4.74106, 5.01069], [2.26280, -3.86140, 4.56017], [1.98111, -2.63235, 4.11748], [3.30624, -1.77323, 3.46946], [0.67787, -2.19911, 4.25087], [0.63877, -0.80909, 4.15806], [1.37311, -0.13515, 5.10030], [1.49105, -0.66607, 6.48733], [2.08629, 1.04884, 4.66902], [2.90892, 1.75531, 5.58855], [3.63762, 2.89371, 5.18315], [3.61082, 3.20119, 3.81357], [2.85242, 2.35462, 2.98528], [1.99419, 1.42195, 3.39615], [2.59336, -6.27635, 5.61769], [1.76136, -6.73517, 4.11675], [0.87696, -6.78162, 5.64236], [0.92349, -4.35036, 5.99171], [0.29108, -4.61247, 4.37174], [3.16930, -4.21274, 4.19237], [0.66375, -1.39139, 6.60837], [1.19469, 0.15342, 7.13390], [2.46906, -1.11396, 6.79107], [2.91372, 1.40971, 6.67231], [4.08577, 3.45867, 6.00495], [4.30695, 3.93989, 3.32106], [2.91362, 2.57461, 1.93584], [1.95986, -3.96697, 1.15528], [1.30175, -3.02330, 0.32417], [-0.02936, -2.57825, 0.89689], [2.10849, -1.77314, 0.06928], [0.85102, -3.80775, -1.25941], [0.71830, -5.19521, -1.27517], [0.36823, -5.83021, -2.44665], [0.12189, -5.11592, -3.59243], [0.30971, -3.72304, -3.62249], [0.73633, -3.00391, -2.45151], [0.50128, -1.22668, -2.34531], [1.97813, -0.59954, -3.20413], [2.68149, -1.35836, -4.14740], [3.86453, -0.91720, -4.75932], [4.35842, 0.32944, -4.46787], [3.58034, 1.16044, -3.60629], [2.46264, 0.69317, -2.95956], [-0.77009, -0.83106, -3.50714], [-1.94716, -1.57960, -3.34860], [-2.98989, -1.54721, -4.28246], [-2.79701, -0.74283, -5.46812], [-1.60341, -0.04554, -5.61687], [-0.56501, -0.07520, -4.64577], [0.98847, -5.67271, -0.37585], [0.30254, -6.90504, -2.54194], [-0.10908, -5.58980, -4.54257], [0.39131, -3.24628, -4.56416], [2.40480, -2.37678, -4.44277], [4.33435, -1.57459, -5.50413], [5.23653, 0.73345, -4.99270], [3.93870, 2.18417, -3.45956], [1.99402, 1.43506, -2.27967], [-1.95744, -2.20626, -2.41040], [-3.83726, -2.21862, -4.20177], [-3.58620, -0.65376, -6.19175], [-1.36637, 0.63913, -6.45276], [0.41384, 0.46040, -4.85554], [-5.82106, 4.74806, -0.91517], [-4.51575, 4.07022, -1.31668], [-3.33254, 4.81183, -0.91780], [-3.14057, 6.04984, -1.77570], [-2.65837, 5.74646, -3.15697], [-2.09906, 4.19886, -0.63167], [-1.01679, 4.58625, -0.97542], [-2.16628, 3.05590, 0.31458], [-3.19022, 2.77289, 1.22149], [-3.10787, 1.60288, 2.00916], [-2.05845, 0.73714, 1.75258], [-1.00864, 0.99033, 0.93616], [-1.07970, 2.15198, 0.24445], [-6.46485, 4.02596, -0.35183], [-6.36047, 5.01283, -1.85422], [-5.63056, 5.63968, -0.27977], [-4.52228, 3.92176, -2.39791], [-4.52716, 3.07730, -0.86471], [-2.42246, 6.73698, -1.28433], [-4.14216, 6.59121, -1.77910], [-2.11981, 4.78170, -3.17642], [-1.94008, 6.50247, -3.54296], [-3.49167, 5.71864, -3.84674], [-3.99300, 3.53550, 1.32948], [-3.91300, 1.32541, 2.70950], [-2.09627, -0.16797, 2.30907], [-0.25179, 2.30276, -0.46387]], "forces_ev_per_angstrom": [[0.7, -0.5, 0.3], [1.2, 0.0, -1.2], [-0.9, -0.3, -0.1], [0.6, -0.5, -1.3], [-1.2, 0.1, 0.9], [0.2, 0.9, -0.7], [1.0, 0.1, -0.1], [2.3, 1.9, 2.2], [-2.0, -2.7, -2.1], [-0.5, -0.7, 0.0], [0.4, 1.6, 1.6], [-0.5, -0.3, 0.6], [-1.1, -0.9, 0.2], [1.1, -0.5, -0.1], [0.0, 1.5, 0.5], [0.9, -0.2, -0.9], [-0.5, -0.1, 0.1], [-0.3, 0.9, 0.9], [-0.3, -0.2, 0.4], [-0.2, -0.3, 0.1], [0.8, -0.1, 0.3], [-1.2, 0.1, 0.5], [0.7, 0.0, -0.1], [0.4, 0.2, 0.4], [-0.7, 0.4, -0.3], [0.1, 0.6, -1.7], [0.3, 0.1, -0.8], [-1.1, -0.7, 0.8], [-0.3, -0.1, -0.5], [0.3, -0.7, 0.1], [-1.1, -0.1, -1.1], [1.0, 0.3, -0.2], [-0.5, -1.0, 0.2], [0.6, 1.4, -1.0], [0.4, 1.5, -0.2], [-0.3, -0.7, -0.2], [0.4, 1.6, -0.8], [1.4, -0.6, 2.0], [-1.8, -2.7, 0.1], [1.4, 1.5, 1.4], [0.7, -0.1, -0.4], [0.4, -0.5, -0.1], [-0.4, -0.5, -0.2], [-0.8, 1.3, 0.1], [1.8, -0.1, -0.9], [-0.3, 0.7, 0.4], [-0.4, -0.9, -1.3], [-0.7, -0.2, 0.7], [1.4, 0.6, -1.0], [0.4, -0.5, 1.8], [0.9, 1.1, 0.2], [-0.2, 0.3, -1.0], [0.0, -0.9, 0.8], [0.0, -0.1, 0.5], [0.0, -0.2, 0.3], [-0.7, 0.6, -0.8], [-0.3, 0.5, 0.4], [-0.1, 0.4, 0.5], [-0.4, -0.2, 0.5], [-0.3, -0.3, 0.1], [-0.1, -0.9, -0.3], [-0.5, 0.5, -1.2], [-0.1, 0.3, 0.1], [-0.1, -0.1, -0.3], [-0.7, -0.7, 0.2], [-1.5, -0.7, 0.4], [-0.8, 0.0, 0.0], [-0.3, -0.8, 0.3], [1.9, 1.2, -1.0], [-0.9, 0.8, 1.6], [0.8, -0.3, -1.1], [-2.2, 0.3, 0.7], [0.7, 0.7, -0.5], [0.6, -1.9, 0.3], [0.1, 0.5, 0.4], [-0.5, 0.7, -1.0], [-0.2, 0.9, 0.3], [-1.4, 1.3, 0.1], [-0.1, -0.6, -0.2], [0.4, 0.7, -0.4], [0.1, 0.2, 1.0], [-0.3, -0.5, -0.5], [0.2, -0.1, -0.1], [0.4, 0.0, -0.2], [-0.5, -0.6, 0.1], [1.3, -0.7, 0.0], [-0.3, 0.5, -0.1], [-0.5, -0.4, 0.4], [-0.1, -0.2, -0.3], [0.5, -0.9, 0.0], [0.7, 0.2, -0.4], [0.4, -1.0, 0.3], [-0.5, 0.3, 0.4]]}